Formula: C18H28N2P2SbSe4Tc
Source: the OMol25 dataset
Level of theory: ωB97M-V with the def2-TZVPD basis set

Values from the calculation:
Multiplicity: 4
<S²>: 3.797
Orbital gap (spin up / spin down) in eV: 6.09 / 5.87
LUMO (spin up / spin down) in hartree: -0.1646 / -0.1753
Net charge: +1
HOMO level (spin up / spin down) in eV: -10.6 / -10.6

Geometry as XYZ:
```
56
Properties=species:S:1:pos:R:3:forces:R:3
Tc -1.650911 0.511764 -2.139187 -0.1694 -0.0567 -0.5545
C -0.378592 3.299946 -0.162340 -0.0501 -0.0489 0.0637
P -1.038892 1.618016 -0.046846 0.0975 0.3995 -0.0725
C 0.293234 0.668831 0.763791 -0.0522 -0.0391 0.0460
N 0.927046 1.207260 1.776093 0.0142 0.0766 -0.0166
C 1.763804 0.413002 2.481519 -0.0463 -0.0514 -0.0632
C 2.487603 0.945688 3.572101 0.0573 0.0936 0.0965
C 3.272091 0.121969 4.323032 -0.0039 0.1207 0.0219
C 3.369482 -1.259709 4.026969 -0.0082 -0.1220 -0.0395
C 2.692694 -1.799095 2.973689 0.0671 -0.0768 0.0570
C 1.883127 -0.966285 2.168234 -0.0516 0.0536 -0.0644
N 1.263603 -1.479733 1.080520 -0.0032 -0.0577 -0.0237
C 0.517455 -0.671375 0.368131 0.0783 -0.0695 0.0192
P -0.104101 -1.231064 -1.262613 0.0209 -0.0027 0.0265
C -0.926145 -2.807305 -0.887953 0.0542 0.0289 0.0665
C 1.460068 -1.649708 -2.207376 -0.0242 -0.0395 -0.0475
C 1.125553 -1.810346 -3.693696 0.0437 -0.0468 -0.0025
C 2.474771 -0.522725 -1.999707 0.0186 0.0273 0.0662
C 2.057184 -2.965027 -1.692554 -0.0400 -0.0217 -0.0131
C -2.425017 1.627669 1.198963 -0.0191 -0.1266 0.0316
C -1.916678 1.635417 2.643528 -0.0171 0.0094 -0.0322
C -3.229009 0.345026 0.945229 -0.0644 0.0884 -0.1119
C -3.288182 2.874000 0.975571 0.0175 -0.0161 -0.0978
H -0.116410 3.660995 0.831542 0.0133 0.0175 0.0098
H -1.119592 3.951136 -0.623140 -0.0176 -0.0205 -0.0043
H 0.509096 3.280452 -0.791276 0.0344 0.0017 -0.0083
H 2.389255 2.002499 3.786963 0.0044 -0.0472 -0.0035
H 3.828920 0.519940 5.161637 -0.0251 0.0028 -0.0222
H 3.995099 -1.887964 4.647844 -0.0161 0.0070 -0.0246
H 2.760903 -2.849548 2.721191 0.0023 0.0309 0.0109
H -0.293889 -3.369093 -0.201364 -0.0252 -0.0504 -0.0087
H -1.082900 -3.376981 -1.802770 0.0141 -0.0145 -0.0169
H -1.892441 -2.622363 -0.420638 -0.0232 0.0132 0.0121
H 0.705324 -0.905219 -4.129411 0.0195 -0.0075 0.0102
H 0.423932 -2.629573 -3.860674 0.0229 0.0134 -0.0039
H 2.049707 -2.051526 -4.226782 -0.0401 0.0083 0.0369
H 2.097334 0.446108 -2.326161 -0.0514 0.0591 -0.0308
H 3.367884 -0.742513 -2.589340 -0.0450 0.0007 0.0045
H 2.780866 -0.444381 -0.953687 0.0180 -0.0010 -0.0793
H 1.393912 -3.811788 -1.873796 0.0246 0.0136 -0.0093
H 2.296978 -2.926100 -0.632173 0.0035 0.0051 0.0147
H 2.979563 -3.148939 -2.249240 -0.0212 0.0023 0.0277
H -1.441796 0.693145 2.914915 0.0224 -0.0037 0.0125
H -2.777289 1.775790 3.301900 0.0128 0.0020 -0.0097
H -1.209233 2.444356 2.831041 -0.0327 -0.0283 0.0013
H -2.601526 -0.546812 1.036254 0.0138 -0.0149 0.0170
H -3.695935 0.354416 -0.049049 0.0182 -0.0352 0.1256
H -4.027971 0.256779 1.685046 0.0050 -0.0015 -0.0307
H -2.778502 3.772175 1.326595 -0.0021 -0.0107 -0.0053
H -4.207858 2.765076 1.552975 -0.0053 0.0117 0.0060
H -3.563405 3.023272 -0.070002 -0.0072 -0.0272 0.0586
Se -2.772797 -0.249790 -5.575662 -0.1151 -0.2302 -0.2258
Sb -2.444751 2.147968 -4.847651 0.1576 0.1840 0.2762
Se -2.388329 -1.367191 -3.581209 0.0774 0.2167 0.2243
Se -0.199994 1.732804 -3.606761 -0.1519 -0.1203 0.1927
Se -3.594342 1.996653 -2.592215 0.1952 -0.0995 0.0866
```
Forces are in eV/Å.

Atom charges from the natural (NBO) analysis, given in e for atoms 1 to 8: atom 1 (Tc): -0.040, atom 2 (C): -0.951, atom 3 (P): 1.116, atom 4 (C): -0.162, atom 5 (N): -0.356, atom 6 (C): 0.095, atom 7 (C): -0.182, atom 8 (C): -0.174



Formula: C18H28N4O2S
Source: the OMol25 dataset
Level of theory: ωB97M-V with the def2-TZVPD basis set

Values from the calculation:
Multiplicity: 1
Orbital gap in eV: 9.17
LUMO in hartree: 0.0188
HOMO level in eV: -8.7
SMILES: C=CCn1c(SCC(=O)NC[C@H]2CCCO2)nnc1C1CCCCC1

Geometry as XYZ:
```
53
Properties=species:S:1:pos:R:3:forces:R:3
C -0.499159 -2.540230 2.713960 -0.0342 -0.0600 -0.0606
C 0.112364 -1.811984 3.627309 0.1245 0.1767 0.0871
C 0.838359 -0.519252 3.373951 -0.0172 -0.2111 0.3047
N 0.828487 -0.119237 1.995240 -0.1624 0.3782 -0.6350
C -0.020957 0.770615 1.405320 0.0386 0.1076 -0.0894
N 0.225467 0.847162 0.122348 -0.4802 0.5018 0.5146
N 1.231925 -0.003022 -0.152394 0.8464 -0.6969 -0.3116
C 1.590591 -0.587572 0.953443 -0.0923 -0.0837 0.0803
C 2.684961 -1.582350 1.095760 0.1272 0.1951 -0.2208
C 4.017959 -0.853397 1.321020 0.0553 -0.2583 0.2921
C 5.158609 -1.857265 1.448289 0.0912 0.1881 -0.2276
C 5.243588 -2.727574 0.198670 -0.0373 -0.2195 0.2623
C 3.921831 -3.452555 -0.033715 0.0643 0.1936 -0.2188
C 2.776584 -2.453925 -0.159017 -0.0201 -0.2537 0.2367
H 2.932247 -1.805087 -1.021401 -0.0467 0.0150 -0.0592
H 1.832537 -2.982208 -0.305380 -0.0495 0.0577 -0.0703
H 3.982477 -4.055756 -0.941134 -0.0289 -0.0807 0.0322
H 3.726136 -4.127373 0.803591 -0.0030 -0.0930 0.0187
H 6.052896 -3.452419 0.305341 0.0528 0.0286 -0.0725
H 5.467104 -2.098067 -0.665005 0.0656 0.0214 -0.0743
H 6.099651 -1.324546 1.598126 0.0177 -0.0331 0.0871
H 4.990068 -2.491625 2.322304 0.0394 -0.0253 0.0779
H 4.200334 -0.192724 0.471314 -0.0369 0.0805 -0.0196
H 3.961043 -0.234774 2.220708 -0.0146 0.0874 -0.0298
H 2.473215 -2.220378 1.961388 0.0076 -0.0073 -0.0144
S -1.227428 1.646737 2.295912 -0.2769 0.1324 0.2000
C -1.750118 2.876782 1.058390 0.0341 -0.1785 0.1108
C -2.802719 2.344088 0.081930 0.4333 0.0405 0.1453
O -3.962867 2.689189 0.148843 -0.4220 0.2125 0.1258
N -2.294378 1.495823 -0.822041 0.1996 -0.1637 -0.4606
C -3.071197 0.900125 -1.878106 -0.3286 0.0982 -0.3744
H -4.099435 1.256548 -1.786086 0.1066 -0.1141 -0.0083
H -3.063774 -0.191361 -1.777800 -0.0517 0.0229 -0.0581
C -2.512252 1.282741 -3.260138 0.0620 0.1873 0.5153
H -2.585632 2.371333 -3.374725 0.0410 -0.1096 0.0614
C -1.065429 0.784898 -3.463753 -0.1426 0.0678 -0.1425
H -0.347850 1.601129 -3.441790 0.0661 -0.0067 0.0706
H -0.794782 0.072746 -2.683842 0.0622 -0.0260 0.0688
C -1.117575 0.086708 -4.823951 -0.2609 0.0123 0.0253
H -0.424391 -0.747296 -4.900801 0.0662 -0.0249 -0.0377
H -0.915491 0.795772 -5.627051 0.0190 -0.0234 -0.0413
C -2.578956 -0.353222 -4.879981 0.2133 -0.2157 -0.1562
H -2.963197 -0.489154 -5.891633 0.0266 -0.0601 0.0483
O -3.303151 0.704422 -4.287948 -0.1580 0.0503 0.0424
H -2.724784 -1.285352 -4.313521 0.0111 0.0352 -0.0716
H -1.299205 1.264996 -0.768386 -0.1849 0.1392 0.0970
H -0.854337 3.209392 0.536221 -0.0167 0.0895 -0.0013
H -2.185230 3.689281 1.639407 0.0227 -0.0641 -0.0958
H 1.877584 -0.610463 3.710660 -0.1251 0.1021 0.0029
H 0.362893 0.278902 3.955689 0.2068 -0.0565 -0.0134
H 0.125248 -2.115673 4.664676 -0.0537 -0.1235 0.1285
H -1.003563 -3.455181 2.968847 -0.0862 -0.1705 0.1331
H -0.529362 -2.258169 1.674080 0.0294 0.1382 -0.2041
```
Forces are in eV/Å.

Atom charges from the natural (NBO) analysis, given in e for atoms 1 to 8: atom 1 (C): -0.383, atom 2 (C): -0.194, atom 3 (C): -0.256, atom 4 (N): -0.392, atom 5 (C): 0.183, atom 6 (N): -0.372, atom 7 (N): -0.308, atom 8 (C): 0.425



These records have energy relative to the best compared isomer or geometry (same formula, charge and spin) values of 0.00 117.00 kJ/mol, in the order they appear.
These records have maximum force values of 0.58 1.14 eV/A, in the order they appear.